Arrangement i

Molecular formula: CH2ClNO2
Method: DFT, ωB97M-V/def2-TZVPD

Structure (ORCA input):
```
! RIJCOSX wB97M-V def2-TZVPD def2/J DEFGRID3
* xyz 0 1
C -0.15 -0.61 0.85
N 0.71 -1.67 0.47
O 0.31 -2.81 0.21
O 1.91 -1.29 0.38
Cl -1.68 -0.85 1.49
H 0.20 0.40 0.91
H -0.79 0.16 -1.14
*
```

Computed properties:
- lowest unoccupied orbital energy (spin up / spin down) (eV) = -2.280 / -1.460
- M (Da) = 95.48
- orbital gap (spin up / spin down) (eV) = 8.9 / 8.6

Now the Mulliken charges, all in e: -0.463 0.821 -0.497 -0.493 -0.042 0.575 0.098

Arrangement ii

Molecular formula: CH2ClNO2
Method: DFT, ωB97M-V/def2-TZVPD

Structure (ORCA input):
```
! RIJCOSX wB97M-V def2-TZVPD def2/J DEFGRID3
* xyz 0 1
C -0.66 -0.39 -0.46
N -0.80 0.75 -1.38
O 0.20 0.89 -2.01
O -1.90 1.18 -1.60
Cl -2.07 -0.73 0.63
H -0.40 -1.10 -1.20
H 0.57 0.02 0.43
*
```

Computed properties:
- lowest unoccupied orbital energy (eV) = -0.491
- M (Da) = 95.48
- orbital gap (eV) = 10.9

Now the Mulliken charges, all in e: -0.387 0.826 -0.495 -0.493 -0.110 0.357 0.301

Most stable one: arrangement ii, least stable one: arrangement i.

Arrangement i

Molecular formula: C6H9NO
Method: DFT, ωB97M-V/def2-TZVPD

Structure (ORCA input):
```
! RIJCOSX wB97M-V def2-TZVPD def2/J DEFGRID3
* xyz 0 1
C -1.51 -1.50 -0.10
C -0.16 -1.19 -1.00
C -0.80 1.15 -0.45
C -1.87 0.76 0.57
C 0.24 0.08 -0.51
C 2.45 -0.27 0.63
N -2.17 -0.59 0.40
O 1.25 0.45 0.44
H 0.51 -2.04 -0.77
H -0.49 -1.21 -2.01
H -1.14 1.11 -1.48
H -0.37 2.16 -0.20
H -1.50 0.98 1.64
H -2.81 1.44 0.48
H 2.77 -0.75 -0.30
H 2.46 -1.01 1.50
H 3.16 0.43 1.16
*
```

Computed properties:
- lowest unoccupied orbital energy (spin up / spin down) (eV) = 0.537 / 0.326
- M (Da) = 111.14
- orbital gap (spin up / spin down) (eV) = 7.9 / 7.6

Atomic partial charges in e from the Mulliken method, atoms 1 to 8: -0.158 -0.294 -0.558 -0.372 0.059 -0.702 -0.336 -0.271

Arrangement ii

Molecular formula: C6H9NO
Method: DFT, ωB97M-V/def2-TZVPD

Structure (ORCA input):
```
! RIJCOSX wB97M-V def2-TZVPD def2/J DEFGRID3
* xyz 0 1
C -1.25 0.84 -0.18
C -0.56 -1.16 -0.87
C 0.83 -1.42 -0.36
C 1.43 -0.91 0.77
C 0.92 1.45 1.03
C 0.11 1.71 0.08
H -1.58 0.88 -1.17
H -2.09 1.40 0.19
H -1.27 -1.02 0.82
H -0.73 -0.52 -1.87
H -1.20 -2.08 -1.17
H 1.40 -2.22 -0.83
H 2.23 -1.23 1.34
H 1.89 2.11 1.19
H 0.41 2.64 -0.58
N -1.37 -0.54 -0.02
O 0.85 0.07 1.62
*
```

Computed properties:
- lowest unoccupied orbital energy (eV) = 1.058
- M (Da) = 111.14
- orbital gap (eV) = 9.8

Atomic partial charges in e from the Mulliken method, atoms 1 to 8: -0.909 -0.582 -0.430 -0.292 -0.140 -0.171 0.502 0.494

Most stable one: arrangement i, least stable one: arrangement ii.

Arrangement i

Molecular formula: C6H9NO
Method: DFT, ωB97M-V/def2-TZVPD

Structure (ORCA input):
```
! RIJCOSX wB97M-V def2-TZVPD def2/J DEFGRID3
* xyz 0 1
C -0.20 -0.40 0.21
C 0.64 1.39 0.08
C -0.89 -1.07 -2.35
C -1.03 -0.33 -1.05
C -0.21 0.85 1.10
C 1.25 0.30 1.62
H -0.40 -2.56 0.47
H 0.21 1.43 -0.92
H 1.39 2.17 0.15
H 0.09 -1.16 -2.83
H -1.91 -1.13 -3.06
H -2.01 -0.16 -0.77
H -0.88 1.46 1.83
H 1.27 -0.62 2.46
H 1.79 1.33 1.88
N 1.33 0.06 0.29
O -0.43 -1.54 0.88
*
```

Computed properties:
- lowest unoccupied orbital energy (eV) = 0.614
- M (Da) = 111.14
- orbital gap (eV) = 9.1

Atomic partial charges in e from the Mulliken method, atoms 1 to 8: 1.317 -0.638 -0.698 -0.773 -0.334 -0.340 0.387 0.268

Arrangement ii

Molecular formula: C6H9NO
Method: DFT, ωB97M-V/def2-TZVPD

Structure (ORCA input):
```
! RIJCOSX wB97M-V def2-TZVPD def2/J DEFGRID3
* xyz 0 1
C -1.20 1.91 0.24
C -1.10 0.39 -0.40
C 0.26 -0.30 -0.02
C 0.53 -1.70 -0.44
C 1.59 0.46 -0.01
C 2.82 0.85 -0.01
H -2.04 1.97 1.38
H -1.54 2.90 -0.82
H 0.13 1.97 0.43
H -0.77 0.64 -1.50
H -2.97 -0.18 -0.64
H -0.24 -2.36 -0.68
H 1.83 -1.79 -0.65
H -0.76 -1.31 1.18
H 3.70 1.52 -0.50
N 0.28 -1.17 0.91
O -2.09 -0.60 -0.08
*
```

Computed properties:
- lowest unoccupied orbital energy (eV) = 0.318
- M (Da) = 111.14
- orbital gap (eV) = 9.4

Atomic partial charges in e from the Mulliken method, atoms 1 to 8: -0.820 0.192 1.309 -0.818 -0.902 -0.291 0.246 0.227

Arrangement iii

Molecular formula: C6H9NO
Method: DFT, ωB97M-V/def2-TZVPD

Structure (ORCA input):
```
! RIJCOSX wB97M-V def2-TZVPD def2/J DEFGRID3
* xyz 0 1
C -0.56 -0.76 1.40
C 1.20 -0.37 -1.51
C 0.37 0.11 0.56
N 0.80 1.24 1.23
C 1.43 -0.61 -0.22
C -0.53 0.61 -0.95
C -1.59 -0.03 -1.43
O 1.45 -0.36 -2.67
H 0.54 1.42 2.19
H 1.48 1.81 0.76
H 2.20 -1.21 0.23
H -0.46 1.69 -1.06
H 0.02 -1.17 2.23
H -1.39 -0.17 1.79
H -0.93 -1.59 0.81
H -1.65 -1.11 -1.41
H -2.39 0.49 -1.95
*
```

Computed properties:
- lowest unoccupied orbital energy (eV) = -0.020
- M (Da) = 111.14
- orbital gap (eV) = 8.4

Atomic partial charges in e from the Mulliken method, atoms 1 to 8: -1.602 0.854 1.399 -0.473 -1.302 -0.553 -0.705 -0.488

Arrangement iv

Molecular formula: C6H9NO
Method: DFT, ωB97M-V/def2-TZVPD

Structure (ORCA input):
```
! RIJCOSX wB97M-V def2-TZVPD def2/J DEFGRID3
* xyz 0 1
C -0.58 0.75 -1.31
C 0.60 -0.27 -0.79
C -0.84 -0.68 -0.92
C 1.11 0.45 0.38
N -1.26 1.80 -0.60
C 1.06 -0.42 1.62
C 0.45 -1.58 1.89
O 1.77 1.48 0.36
H -0.47 0.95 -2.38
H 1.33 -0.65 -1.49
H -0.63 2.57 -0.40
H -2.20 2.03 -0.92
H -1.05 -1.36 -1.74
H -1.50 -0.86 -0.09
H 1.67 0.03 2.40
H 0.64 -2.08 2.83
H -0.10 -2.17 1.16
*
```

Computed properties:
- lowest unoccupied orbital energy (eV) = 0.296
- M (Da) = 111.14
- orbital gap (eV) = 9.5

Atomic partial charges in e from the Mulliken method, atoms 1 to 8: -0.118 0.015 -0.801 0.342 -0.577 -0.191 -0.714 -0.591

Most stable one: arrangement iv, least stable one: arrangement ii.

Arrangement i

Molecular formula: C6H9NO
Method: DFT, ωB97M-V/def2-TZVPD

Structure (ORCA input):
```
! RIJCOSX wB97M-V def2-TZVPD def2/J DEFGRID3
* xyz 0 1
C -0.34 0.23 1.16
C -1.68 0.22 1.82
C 1.06 0.57 -0.79
C -0.14 0.91 -0.09
C -0.19 -0.54 -0.30
N 1.30 1.18 -2.03
C -0.53 -1.80 -0.56
O 2.25 0.19 -0.17
H 2.90 0.83 -0.46
H 0.52 0.04 1.81
H 0.46 1.63 -2.39
H 1.67 0.52 -2.71
H -2.49 0.33 1.09
H -1.74 1.07 2.52
H -1.82 -0.69 2.40
H -1.14 -2.38 0.12
H -0.11 -2.31 -1.41
*
```

Computed properties:
- lowest unoccupied orbital energy (eV) = 0.600
- M (Da) = 111.14
- orbital gap (eV) = 8.3

Atomic partial charges in e from the Mulliken method, atoms 1 to 8: 0.255 -1.402 0.834 -0.802 0.265 -0.694 -0.743 -0.531

Arrangement ii

Molecular formula: C6H9NO
Method: DFT, ωB97M-V/def2-TZVPD

Structure (ORCA input):
```
! RIJCOSX wB97M-V def2-TZVPD def2/J DEFGRID3
* xyz 0 1
C 0.17 -0.16 1.49
C -0.31 -0.38 0.07
C 0.52 -1.26 -0.83
C -0.33 1.00 -0.78
C -0.12 2.08 -0.20
C -1.88 -0.76 -0.14
H 0.77 -1.28 1.85
H 1.05 0.95 1.30
H -0.75 0.15 2.33
H 0.49 -1.12 -2.03
H 0.14 -2.41 -0.86
H 2.51 -1.44 -0.14
H -0.55 0.99 -1.90
H 0.17 2.24 0.86
H -0.41 2.94 -0.86
N -3.20 -0.77 0.00
O 1.75 -0.78 -0.16
*
```

Computed properties:
- lowest unoccupied orbital energy (eV) = 0.425
- M (Da) = 111.14
- orbital gap (eV) = 10.8

Atomic partial charges in e from the Mulliken method, atoms 1 to 8: -0.789 1.241 -0.482 -0.249 -0.820 -0.178 0.239 0.156

Arrangement iii

Molecular formula: C6H9NO
Method: DFT, ωB97M-V/def2-TZVPD

Structure (ORCA input):
```
! RIJCOSX wB97M-V def2-TZVPD def2/J DEFGRID3
* xyz 0 1
C 0.03 -2.16 0.12
C 1.03 -0.12 -0.96
C 0.76 -0.98 0.24
C -0.20 0.36 -0.14
C -1.61 0.21 -0.72
C 0.06 1.59 0.70
N -0.39 -3.26 0.07
O 1.68 -0.93 1.28
H 1.91 0.52 -1.00
H 0.93 -0.71 -1.88
H -2.35 0.16 0.02
H -1.70 -0.52 -1.49
H -1.82 1.21 -1.22
H -0.75 1.92 1.46
H 0.22 2.49 0.08
H 0.87 1.24 1.29
H 1.33 -1.03 2.15
*
```

Computed properties:
- lowest unoccupied orbital energy (eV) = 0.661
- M (Da) = 111.14
- orbital gap (eV) = 10.0

Atomic partial charges in e from the Mulliken method, atoms 1 to 8: 0.184 -0.998 0.693 1.020 -1.648 -1.350 -0.508 -0.556

Arrangement iv

Molecular formula: C6H9NO
Method: DFT, ωB97M-V/def2-TZVPD

Structure (ORCA input):
```
! RIJCOSX wB97M-V def2-TZVPD def2/J DEFGRID3
* xyz 0 1
C -0.22 0.26 -1.30
C 1.04 -0.10 -1.63
C 2.16 -0.31 -0.84
C -0.76 0.06 -0.06
C 0.08 -0.18 1.15
C -2.23 -0.19 0.16
N 3.25 0.47 -1.13
O 2.32 -1.20 -0.06
H -1.03 0.47 -2.12
H -0.52 -0.28 2.03
H 0.80 0.53 1.49
H 0.74 -0.98 1.05
H -2.56 -1.08 -0.40
H -2.77 0.57 -0.43
H -2.75 -0.12 1.08
H 3.35 1.01 -1.94
H 4.18 0.16 -0.72
*
```

Computed properties:
- lowest unoccupied orbital energy (spin up / spin down) (eV) = -0.913 / -0.924
- M (Da) = 111.14
- orbital gap (spin up / spin down) (eV) = 7.1 / 7.2

Atomic partial charges in e from the Mulliken method, atoms 1 to 8: -0.348 -0.500 0.784 1.161 -1.671 -1.411 -0.458 -0.639

Most stable one: arrangement iii, least stable one: arrangement ii.

Arrangement i

Molecular formula: C6H9NO
Method: DFT, ωB97M-V/def2-TZVPD

Structure (ORCA input):
```
! RIJCOSX wB97M-V def2-TZVPD def2/J DEFGRID3
* xyz 0 1
O 0.70 1.47 -2.68
C 0.00 1.39 -1.68
C -0.73 0.06 -1.42
C -1.15 0.02 0.08
C 0.13 -0.18 0.95
C 1.15 0.74 0.94
C -0.22 -2.32 2.09
N 0.29 -1.18 1.81
H -0.18 2.23 -0.93
H 0.02 -0.80 -1.53
H -1.62 0.04 -2.04
H -1.92 -0.82 0.23
H -1.53 0.91 0.54
H 1.06 1.62 0.37
H 2.00 0.80 1.57
H -0.91 -2.98 1.72
H 0.35 -2.70 2.98
*
```

Computed properties:
- lowest unoccupied orbital energy (eV) = 0.148
- M (Da) = 111.14
- orbital gap (eV) = 8.9

Atomic partial charges in e from the Mulliken method, atoms 1 to 8: -0.513 -0.147 -0.290 -0.735 0.733 -1.014 -0.295 -0.482

Arrangement ii

Molecular formula: C6H9NO
Method: DFT, ωB97M-V/def2-TZVPD

Structure (ORCA input):
```
! RIJCOSX wB97M-V def2-TZVPD def2/J DEFGRID3
* xyz 0 1
C -0.17 -1.61 1.51
C 1.46 -0.20 0.11
C 0.07 0.37 -0.14
C -0.44 0.58 -1.59
C -0.64 1.07 0.88
C -1.16 1.71 1.77
H 0.58 -2.34 1.84
H -1.20 -2.10 1.42
H -0.23 -0.86 2.40
H 1.75 -0.09 1.16
H 2.28 -0.31 -0.70
H -1.49 0.21 -1.46
H -0.54 1.69 -2.02
H 0.24 -1.00 -2.07
H -1.84 2.25 2.50
N 0.34 -1.14 0.11
O 0.42 -0.11 -2.38
*
```

Computed properties:
- lowest unoccupied orbital energy (eV) = 1.003
- M (Da) = 111.14
- orbital gap (eV) = 10.2

Atomic partial charges in e from the Mulliken method, atoms 1 to 8: -0.844 -0.572 1.214 -0.587 -1.237 0.222 0.337 0.273

Arrangement iii

Molecular formula: C6H9NO
Method: DFT, ωB97M-V/def2-TZVPD

Structure (ORCA input):
```
! RIJCOSX wB97M-V def2-TZVPD def2/J DEFGRID3
* xyz 0 1
C 1.31 -0.37 -0.13
C 0.81 -1.27 -1.22
C 2.45 0.01 0.42
C -0.55 0.10 -0.04
C -0.96 1.50 -0.29
C -1.29 -0.39 1.24
N -0.50 -0.87 -1.20
O 1.40 -1.93 -2.01
H 2.39 0.81 1.08
H 3.44 -0.24 0.15
H -0.90 2.01 0.67
H -1.83 1.52 -0.94
H -0.30 2.01 -1.00
H -1.75 -1.33 1.21
H -1.89 0.48 1.69
H -0.51 -0.63 2.05
H -1.31 -1.41 -1.68
*
```

Computed properties:
- lowest unoccupied orbital energy (eV) = 0.805
- M (Da) = 111.14
- orbital gap (eV) = 10.1

Atomic partial charges in e from the Mulliken method, atoms 1 to 8: 0.326 0.130 -0.840 0.930 -1.527 -1.291 -0.199 -0.589

Most stable one: arrangement iii, least stable one: arrangement ii.

Arrangement i

Molecular formula: C6H9NO
Method: DFT, ωB97M-V/def2-TZVPD

Structure (ORCA input):
```
! RIJCOSX wB97M-V def2-TZVPD def2/J DEFGRID3
* xyz 0 1
C 1.24 -0.55 0.55
C -0.05 -1.36 0.06
C -1.25 -0.37 -0.28
C -2.48 -0.70 0.01
C -0.56 0.92 -0.70
C 0.27 0.83 0.57
H 3.20 -0.49 -0.07
H 1.61 -0.78 1.48
H 0.34 -1.84 -0.77
H -0.11 -2.33 0.59
H -2.89 -1.50 0.67
H -3.02 0.05 -0.41
H 0.17 0.84 -1.68
H 0.67 2.62 -0.27
H -0.13 0.46 1.54
N -0.10 2.07 0.28
O 2.23 -0.51 -0.53
*
```

Computed properties:
- lowest unoccupied orbital energy (eV) = 0.593
- M (Da) = 111.14
- orbital gap (eV) = 9.2

Atomic partial charges in e from the Mulliken method, atoms 1 to 8: -0.230 -0.987 0.520 -0.973 -0.239 -0.077 0.340 0.533

Arrangement ii

Molecular formula: C6H9NO
Method: DFT, ωB97M-V/def2-TZVPD

Structure (ORCA input):
```
! RIJCOSX wB97M-V def2-TZVPD def2/J DEFGRID3
* xyz 0 1
C 0.85 0.08 -2.05
C 1.09 -0.36 -0.19
C 0.75 -0.15 1.31
C -0.76 -0.52 1.18
C -1.88 0.47 0.84
C -0.04 0.37 -0.89
H 0.97 0.89 -2.78
H 0.80 -0.98 -2.37
H 1.03 -1.45 -0.33
H 0.90 0.85 1.49
H 1.25 -0.81 2.05
H -1.08 -1.40 1.76
H -2.93 0.13 1.02
H -1.64 1.55 1.05
H -0.08 1.42 -0.65
N -1.26 -0.28 -0.27
O 2.05 0.18 -1.17
*
```

Computed properties:
- lowest unoccupied orbital energy (eV) = 1.168
- M (Da) = 111.14
- orbital gap (eV) = 10.2

Atomic partial charges in e from the Mulliken method, atoms 1 to 8: -0.394 -0.154 -0.867 -0.042 -0.388 0.195 0.284 0.284

Arrangement iii

Molecular formula: C6H9NO
Method: DFT, ωB97M-V/def2-TZVPD

Structure (ORCA input):
```
! RIJCOSX wB97M-V def2-TZVPD def2/J DEFGRID3
* xyz 0 1
C -0.22 -0.95 1.89
C -0.49 -1.59 -0.94
C -0.20 2.02 -1.53
C 0.12 0.66 -0.97
O -1.13 0.02 1.65
N -0.69 -0.37 -1.32
C 1.15 0.40 -0.11
C 1.59 -0.27 0.85
H -0.69 0.88 1.64
H -0.65 -1.94 1.77
H 0.38 -0.86 2.79
H -1.26 -2.32 -1.18
H 0.50 -1.99 -0.73
H -1.28 2.18 -1.53
H 0.28 2.80 -0.94
H 0.15 2.11 -2.56
H 2.45 -0.78 1.23
*
```

Computed properties:
- lowest unoccupied orbital energy (spin up / spin down) (eV) = 0.003 / 0.002
- M (Da) = 111.14
- orbital gap (spin up / spin down) (eV) = 7.6 / 7.6

Atomic partial charges in e from the Mulliken method, atoms 1 to 8: -0.403 -0.533 -1.275 0.639 -0.425 -0.425 -0.168 -0.376

Most stable one: arrangement ii, least stable one: arrangement i.